C17H14N4OPdS | ωB97M-V/def2-TZVPD

The energy above the lowest of the compared OMol25 structures with the same formula, charge and spin is 0.2370 eV. As for the HOMO-LUMO gap: 6.2 eV. Its charge is +2.

Each line ends with the Mulliken charge.
CARTESIAN COORDINATES (ANGSTROEM)
C: 1.16954 -0.42966 -4.70534  -0.2521
H: -0.66743 2.48840 -0.00024  0.5028
H: 3.36518 0.49290 1.31267  0.4729
O: 3.87604 -0.26381 -1.33756  -0.5124
N: 0.42212 -0.53372 -2.05853  0.1677
H: 3.19053 -0.25370 -3.91848  0.4948
C: -3.96731 1.65208 -0.05814  -0.0567
C: -2.55294 -0.22737 -0.05654  0.4301
H: -4.69679 -0.38956 -0.09346  0.4948
H: -0.93817 -0.63105 -5.09985  0.4259
H: 1.45839 -0.39070 -5.74698  0.4773
C: -2.83886 2.47795 -0.03314  -0.8964
C: -3.84214 0.27204 -0.07150  -0.8463
C: -1.58395 1.91556 -0.02027  -0.1812
N: 2.00924 -0.40655 -0.01517  -0.3603
C: 2.72855 -0.39396 1.24427  -0.4660
C: -0.50736 -0.61457 -3.01002  0.0569
C: 2.68903 -0.34124 -1.24921  -0.3790
H: -4.95243 2.09980 -0.06780  0.4442
H: -1.53252 -0.73435 -2.68977  0.4639
C: -0.55314 -0.61682 2.90423  -0.0081
H: -2.93545 3.55412 -0.02272  0.4698
C: 2.13436 -0.35147 -3.70462  -0.6024
N: -1.49163 0.57504 -0.02970  0.1452
Pd: 0.14606 -0.59219 -0.03320  0.7203
H: 3.39414 -1.26193 1.30079  0.4333
S: -1.84348 -1.82949 -0.06863  0.0643
C: -0.26542 -0.54981 4.24755  -0.9454
C: -0.16133 -0.56194 -4.35183  -0.8810
H: -1.56372 -0.73651 2.54168  0.4757
N: 0.41747 -0.55818 1.97726  0.2126
H: 3.09619 -0.26276 3.96563  0.4587
C: 1.71526 -0.43402 2.34937  0.3015
C: 2.05593 -0.36201 3.68663  -0.8750
H: -1.06842 -0.60529 4.96803  0.4278
H: 1.31226 -0.36786 5.69550  0.4585
C: 1.05939 -0.42067 4.64506  -0.2052
C: 1.72281 -0.40668 -2.39598  0.8683

***

C17H15BF4N3Pt | ωB97M-V/def2-TZVPD

As for the HOMO-LUMO gap (spin up / spin down): 8.3 / 4.7 eV. Its multiplicity is 5. Its charge is +3.

Each line ends with the Mulliken charge.
CARTESIAN COORDINATES (ANGSTROEM)
H: 1.87801 1.92431 1.82447  0.1486
H: -2.65842 3.66482 -2.80074  0.4839
C: 3.30209 -2.40224 2.31197  -0.7160
C: -0.90102 3.54874 -0.77001  -1.4970
C: 2.54157 1.29535 2.41808  -1.4776
H: -0.65073 -4.49630 -2.48457  0.4986
C: -1.51883 0.10072 -2.05080  0.7606
C: 1.53410 -1.89848 0.77191  0.7657
N: -1.07426 1.15152 -1.27373  -0.1664
H: -0.13839 3.25418 -0.04987  0.1586
Pt: -0.15290 0.54010 0.55685  1.5507
H: 2.37218 -3.86013 1.02400  0.4034
C: 2.44721 -0.14508 2.06008  1.0949
C: 0.60608 -2.20339 -0.29436  0.6332
C: 3.33621 -1.07715 2.65649  -0.5562
F: -2.41150 1.98303 4.08845  -0.1019
C: -2.84804 1.61171 -3.36325  -0.7331
C: -2.36091 2.64215 -2.60365  -0.5293
C: -1.17805 -2.41850 -2.40737  -0.6094
C: -2.40799 0.31125 -3.09585  -0.4461
C: -0.48955 -3.54873 -1.98645  -0.9988
N: 1.55754 -0.57653 1.16755  -0.1577
H: 0.96625 -4.33755 -0.62157  0.4304
B: -1.63639 1.80235 3.08271  0.3684
H: 3.56574 1.63978 2.25689  0.5244
H: -1.70723 4.06670 -0.24565  0.3835
H: 4.04753 -0.71215 3.38711  0.4833
H: -2.75509 -0.51412 -3.70164  0.4067
F: -1.91696 2.23001 1.84112  -0.1968
C: -1.44486 2.40108 -1.54072  1.0822
C: -0.95125 -1.18444 -1.73067  0.6489
N: -0.09012 -1.16161 -0.71978  -0.1719
F: -1.65511 -0.44875 1.34303  -0.5550
C: 0.41578 -3.46222 -0.93913  -0.6119
H: -1.86982 -2.47980 -3.23661  0.4303
H: -3.54633 1.79932 -4.16870  0.5071
H: 2.31644 1.43812 3.47692  0.3771
F: -0.44059 1.18991 3.17383  -0.1976
H: 3.97985 -3.11033 2.77096  0.5050
H: -0.45488 4.26727 -1.46209  0.5260
C: 2.39266 -2.82495 1.33480  -0.4488

***

C17H15BrCrO3 | ωB97M-V/def2-TZVPD

As for the HOMO-LUMO gap (spin up / spin down): 6.6 / 6.6 eV. Its multiplicity is 4. Its charge is -1.

Each line ends with the Mulliken charge.
CARTESIAN COORDINATES (ANGSTROEM)
C: 2.31017 0.94392 -0.31603  -0.5072
H: 1.33541 -0.94321 -2.54292  0.5699
C: -4.04624 -2.06284 5.19597  -0.6821
C: 1.36108 0.86532 1.79749  -0.5293
C: 2.23864 -0.44048 0.09698  -0.5348
C: -1.29979 -1.61289 2.59679  0.5844
H: 0.20317 1.54457 -2.75018  0.4605
H: -5.93795 -3.02216 4.92545  0.3429
H: -2.07732 -1.13274 5.13437  0.3687
C: -5.01837 -2.71861 4.44138  -0.1977
H: -2.37110 1.32266 -1.89306  0.4738
H: 2.69658 1.31857 -1.26590  0.5132
C: -0.25015 0.66182 -2.29817  -0.6503
C: -1.81518 -0.78713 -1.36527  0.0104
O: -1.15965 -2.06709 1.35579  -0.4911
C: -3.63974 -2.57691 2.44650  0.4146
H: 2.58473 -1.32793 -0.43660  0.4565
H: -2.76270 -1.19435 -1.02129  0.4564
H: -2.19519 -2.44531 1.08713  0.4089
C: 1.77061 1.74542 0.74446  -0.2716
C: 1.66672 -0.46907 1.41698  -0.1034
Cr: 0.28410 0.38402 -0.11954  0.3458
H: -5.60382 -3.47579 2.50627  0.3701
C: -4.83857 -2.98676 3.10403  -0.7279
O: -0.44760 -0.99934 3.23467  -0.6912
C: 0.36198 -0.64313 -2.15512  -0.8087
C: -1.61090 0.54774 -1.83055  -0.8064
H: 1.64292 2.83200 0.75079  0.3518
C: -2.86036 -1.65814 4.58257  -0.1885
H: -4.19943 -1.87487 6.25354  0.3479
O: -3.44029 -2.78078 1.17710  -0.8675
H: 1.57951 -1.34675 2.05345  0.4772
C: -2.60634 -1.94325 3.24795  0.0534
C: -0.62225 -1.52701 -1.57312  -0.2618
H: 0.95832 1.16079 2.76268  0.4434
Br: -1.49042 1.69086 0.88767  -0.5481
H: -0.50643 -2.60212 -1.44752  0.4179

***

C17H15BrCuN3 | ωB97M-V/def2-TZVPD

The energy above the lowest of the compared OMol25 structures with the same formula, charge and spin is 0.0650 eV. As for the HOMO-LUMO gap: 7.1 eV.

Each line ends with the Mulliken charge.
CARTESIAN COORDINATES (ANGSTROEM)
C: -2.57617 1.71299 0.43357  -0.1380
C: -2.86337 3.89079 0.06397  -0.6412
C: -1.81087 -2.78281 -1.14013  -0.4481
C: -1.23347 -3.26471 -2.30193  -0.5388
C: -3.54187 2.68549 0.14107  -0.8973
H: -1.86077 -3.59651 -3.11483  0.3757
H: -4.58817 2.50499 -0.02153  0.4423
H: -1.05737 -2.02891 2.04117  0.3473
C: -2.65277 0.33529 0.67627  0.5767
H: -2.66367 -2.09491 1.25957  0.5318
H: -2.88757 -2.74171 -1.04723  0.3520
H: 2.01593 -2.85141 -1.50483  0.4225
H: 0.98703 -1.98141 0.56847  0.5592
C: -1.51407 3.61079 0.29877  -0.1868
C: 3.78243 0.75169 -0.48213  -0.4221
C: -1.01267 -2.34691 -0.09133  0.5989
H: 4.43533 1.67559 2.67617  0.3818
H: 1.82163 0.28139 -1.19263  0.5904
C: 2.41503 0.60759 -0.35203  0.0368
H: 5.62233 1.29179 0.50607  0.4553
C: 3.88733 1.38329 1.79367  -0.7309
H: -3.61517 -0.17341 0.62457  0.3350
C: 0.36813 -2.35941 -0.23533  -0.3036
H: 1.99043 1.40739 2.77957  0.4631
H: -0.68617 4.29999 0.30857  0.4493
C: 2.51823 1.22679 1.85487  -0.0382
C: 0.94213 -2.84181 -1.39723  -0.7013
N: -1.57577 -0.31261 0.99717  -0.0830
H: -3.28117 4.86069 -0.12653  0.4066
H: 0.59353 -3.69601 -3.33053  0.3872
C: 4.55613 1.16219 0.59557  -0.0355
N: 1.76893 0.86129 0.79807  -0.0573
C: -1.62717 -1.74751 1.14817  -1.1682
C: 0.14393 -3.30781 -2.42833  -0.4808
N: -1.33457 2.31079 0.51997  -0.2940
Br: 4.59123 0.34889 -2.15663  -0.1665
Cu: -0.05687 0.91819 0.83797  -0.3802

***

C17H15Cl2N3O3S | ωB97M-V/def2-TZVPD

As for the HOMO-LUMO gap: 7.3 eV.

Each line ends with the Mulliken charge.
CARTESIAN COORDINATES (ANGSTROEM)
C: 0.67381 1.06348 -0.66442  0.7403
S: 2.31994 -2.45217 0.04234  1.3533
H: 0.78405 2.44339 1.19471  0.3171
N: -3.03346 -0.26646 2.48564  -0.4221
N: 3.75793 -2.40028 -0.95415  -0.1072
C: 0.32124 2.31861 0.11662  -1.2151
H: 1.49125 -2.21464 -2.66019  0.3031
C: -3.84686 0.72777 1.84104  0.1887
C: 1.73800 -0.97727 -0.77709  -0.0224
C: 0.30950 0.96903 -1.97402  -0.5906
H: 5.19409 -1.53043 0.41946  0.3591
C: 4.57779 -3.73376 -1.05695  -0.9600
O: 1.71594 -3.56062 -0.51913  -0.6900
H: 0.86300 3.33342 -0.17889  0.3672
Cl: -6.10653 -0.39614 2.57737  -0.1739
H: 5.70297 -1.45307 -1.21661  0.3025
C: -1.89466 1.59309 0.98719  0.4342
Cl: -6.14019 4.21642 -0.20897  -0.1913
C: 1.25738 -1.31021 -1.95179  -0.0526
C: -3.84118 2.98857 0.27174  -1.0550
C: -1.87656 -0.28067 2.13207  -0.3450
H: 4.22562 -0.28637 -0.58749  0.1899
C: -6.08057 1.64209 1.12503  -0.8193
C: -3.25988 1.68019 1.07695  0.2925
H: 3.65055 -4.58957 -1.25383  0.2196
O: 2.75684 -2.09925 1.31916  -0.6796
H: 1.73861 0.17407 0.93521  1.1180
C: 0.54846 -0.03165 -2.67955  -0.4637
N: -1.07191 0.68105 1.67022  -0.3039
C: -5.32903 2.88720 0.51769  0.3532
O: -0.97462 2.63550 0.30651  -0.3261
H: 5.19716 -3.87124 0.12023  0.2188
H: -7.07526 1.83481 1.31564  0.4147
H: 5.12782 -3.92951 -1.71476  0.5229
C: 1.56264 0.21701 0.03833  -0.8330
H: -1.36725 -1.02955 2.73779  0.4037
H: 0.23420 -0.04168 -3.87311  0.1832
C: 4.76676 -1.32311 -0.55324  -0.7949
C: -5.14403 0.88321 1.97317  0.6515
H: -0.25673 1.84200 -2.26527  0.4273
H: -3.21684 3.64675 -0.11462  0.6849

***

C17H15ClN2O6 | ωB97M-V/def2-TZVPD

The energy above the lowest of the compared OMol25 structures with the same formula, charge and spin is 0.0000 eV. As for the HOMO-LUMO gap: 8.5 eV.

Each line ends with the Mulliken charge.
CARTESIAN COORDINATES (ANGSTROEM)
H: -2.40977 -2.17387 -0.63098  0.4337
H: -6.47360 1.54229 1.74543  0.3411
C: 3.12441 0.33232 0.17135  0.4215
C: 2.20986 -0.08638 -0.77953  0.0468
C: 2.51725 2.04501 -1.92683  -0.6643
H: 3.38206 -0.28057 1.01929  0.6382
C: 3.42626 2.44804 -0.97184  -0.4911
Cl: 0.81131 0.33657 -3.06029  -0.2198
C: 2.00904 -2.33383 0.40293  -1.0931
H: 1.42849 -3.26000 0.39378  0.5730
C: -2.48455 0.89795 0.78722  -0.8487
C: 3.46138 -2.70432 0.21771  0.2836
C: -2.79424 -1.23522 -0.25902  -0.3804
O: 0.23063 0.15021 1.14594  -0.6344
O: 4.02430 -3.07525 1.36793  -0.4404
C: -4.15450 -1.02545 -0.26970  -0.6984
H: -4.82999 -1.76860 -0.66311  0.4346
H: -7.73456 1.27919 0.51601  0.2403
H: 1.85695 -1.85998 1.37210  0.3640
C: -6.66707 1.42210 0.67506  -0.8338
H: 1.70935 -1.93688 -1.68418  0.8124
O: 4.05143 -2.68994 -0.82889  -0.5795
H: -0.50937 -1.58904 -1.36013  0.3331
H: -4.23362 2.04265 1.17824  0.3901
H: 2.26441 2.69171 -2.75218  0.4407
C: 1.51183 -1.43164 -0.73152  -0.5517
N: 4.68962 1.97304 1.06675  1.0665
O: -6.04876 0.26346 0.16575  -0.4507
O: 5.10326 3.11155 1.02760  -0.6439
C: 1.92450 0.79288 -1.82854  0.3650
C: -3.84727 1.12209 0.77072  -0.3584
C: -1.93592 -0.26802 0.26413  0.0107
H: -6.33883 2.31956 0.14153  0.3395
C: -0.46015 -0.42138 0.32331  0.4870
N: 0.07521 -1.24563 -0.61763  0.0429
O: 5.03598 1.13982 1.87557  -0.6152
C: 3.72596 1.57885 0.06903  -0.7956
C: -4.69920 0.15892 0.23622  0.9119
H: 3.90645 3.41292 -1.01958  0.5040
H: -1.81640 1.63385 1.20864  0.4337
H: 4.95787 -3.30900 1.24170  0.3851